Record 1
14
Properties=species:S:1:pos:R:3 method="wB97M-V/def2-TZVPD" charge=+1 energy_ev=-8268.375 smiles="C=C=[N+]=C(C)N=C" homo_lumo_gap_ev=9.32
C -2.727 -0.035 -0.165
C -1.767 0.776 -0.225
N -0.659 1.307 -0.370
C 0.488 0.685 -0.142
C 1.717 1.487 -0.112
N 0.473 -0.593 -0.170
C 0.194 -1.782 0.084
H -3.562 -0.161 0.474
H -2.824 -0.661 -1.087
H 2.111 1.484 0.929
H 1.418 2.535 -0.444
H 2.361 1.022 -0.939
H 0.111 -2.594 -0.753
H 0.167 -2.053 1.166

Record 2
85
Properties=species:S:1:pos:R:3 method="wB97M-V/def2-TZVPD" charge=+1 energy_ev=-61868.497 homo_lumo_gap_ev=7.37
Ir 1.962 -1.273 1.682
C -1.808 4.188 -1.020
O -0.955 3.069 -1.246
C -1.147 2.339 -2.368
C -2.131 2.561 -3.321
C -2.238 1.705 -4.412
C -1.367 0.641 -4.573
C -0.364 0.430 -3.635
C -0.266 1.263 -2.534
N 0.732 1.082 -1.542
C 0.854 -0.004 -0.758
N -0.083 -0.955 -0.866
C -0.156 -2.189 -0.187
C 0.555 -2.462 0.966
C 0.351 -3.690 1.603
C -0.555 -4.602 1.097
C -1.275 -4.323 -0.063
C -1.074 -3.116 -0.705
O -1.726 -2.698 -1.824
C -2.716 -3.561 -2.372
N 1.842 -0.059 0.123
C 2.965 0.802 -0.059
C 3.273 1.773 0.886
C 4.419 2.541 0.744
C 5.246 2.345 -0.353
C 4.923 1.401 -1.319
C 3.783 0.625 -1.180
O 3.399 -0.251 -2.155
C 4.212 -1.430 -2.255
H -1.488 4.619 -0.078
H -2.849 3.876 -0.933
H -1.704 4.921 -1.823
H -2.820 3.387 -3.216
H -3.012 1.885 -5.146
H -1.445 -0.008 -5.434
H 0.358 -0.368 -3.760
H 1.234 1.904 -1.240
H -0.792 -0.811 -1.575
H 0.917 -3.942 2.495
H -0.703 -5.549 1.597
H -1.975 -5.047 -0.450
H -3.509 -3.753 -1.646
H -2.273 -4.505 -2.694
H -3.126 -3.039 -3.232
H 2.614 1.912 1.735
H 4.669 3.284 1.489
H 6.140 2.943 -0.467
H 5.544 1.262 -2.195
H 3.903 -1.938 -3.164
H 4.058 -2.075 -1.390
H 5.270 -1.168 -2.327
C -3.754 -1.736 1.579
C -3.759 -0.508 2.477
N -3.626 0.740 1.730
C -4.733 1.127 0.852
C -4.366 0.975 -0.617
C -2.646 1.651 1.915
O -2.681 2.787 1.466
C -1.412 1.227 2.669
C -0.967 1.935 3.775
C 0.240 1.577 4.352
C 0.994 0.577 3.767
N 0.588 -0.078 2.667
C -0.613 0.224 2.156
H -3.798 -2.644 2.180
H -2.845 -1.771 0.977
H -4.609 -1.737 0.902
H -2.952 -0.571 3.204
H -4.690 -0.464 3.048
H -4.997 2.162 1.070
H -5.587 0.500 1.108
H -3.499 1.593 -0.848
H -5.195 1.291 -1.251
H -4.125 -0.061 -0.860
H -1.558 2.754 4.166
H 0.618 2.082 5.229
H 1.964 0.304 4.162
H -0.928 -0.339 1.292
O 3.699 -2.116 1.061
N 4.226 -1.196 1.843
C 5.496 -1.003 1.822
C 6.028 0.009 2.688
N 6.451 0.823 3.377
C 6.355 -1.738 0.937
N 7.016 -2.322 0.204

Record 3
120
Properties=species:S:1:pos:R:3 method="wB97M-V/def2-TZVPD" charge=0 energy_ev=-58771.082 smiles=COCCNCCOC.COCCNCCOC.COCCNCCOC.COCCNCCOC.CC(C)O.CC(C)O homo_lumo_gap_ev=9.30
C 0.592 -3.566 0.772
O 0.537 -2.171 0.522
C 1.348 -1.682 -0.537
C 2.883 -1.799 -0.401
N 3.502 -0.966 0.620
C 3.401 -1.509 1.974
C 3.953 -0.576 3.053
O 3.011 0.452 3.266
C 3.496 1.539 4.001
H 1.616 -3.920 0.608
H -0.055 -4.180 0.141
H 0.370 -3.623 1.837
H 1.028 -0.644 -0.653
H 1.106 -2.220 -1.465
H 3.209 -1.351 -1.344
H 3.203 -2.835 -0.322
H 3.052 -0.058 0.612
H 3.917 -2.468 2.002
H 2.335 -1.620 2.218
H 4.840 -0.115 2.597
H 4.187 -1.130 3.964
H 2.809 2.375 3.838
H 4.424 1.946 3.585
H 3.541 1.367 5.077
C 0.270 -7.274 1.350
O -0.809 -7.261 0.426
C -2.092 -7.391 1.002
C -3.075 -7.813 -0.072
N -3.632 -6.811 -0.975
C -2.663 -6.042 -1.739
C -3.291 -4.948 -2.577
O -2.340 -4.217 -3.329
C -1.507 -3.391 -2.549
H 1.140 -6.801 0.896
H 0.490 -8.346 1.413
H 0.109 -6.811 2.325
H -2.405 -6.420 1.413
H -2.101 -8.082 1.849
H -3.945 -8.279 0.398
H -2.628 -8.630 -0.659
H -4.189 -7.307 -1.665
H -1.933 -6.579 -2.368
H -2.025 -5.565 -0.987
H -3.742 -4.193 -1.915
H -4.080 -5.339 -3.221
H -2.129 -2.550 -2.217
H -0.785 -2.977 -3.253
H -0.988 -3.851 -1.711
C -0.691 0.435 1.811
O -1.036 1.160 0.651
C -0.487 2.473 0.714
C -0.877 3.137 -0.596
N -0.009 2.615 -1.675
C -0.392 3.275 -2.937
C -0.027 2.475 -4.207
O -0.698 1.248 -4.412
C -0.257 0.109 -3.655
H -1.232 -0.505 1.854
H -0.772 1.030 2.730
H 0.374 0.159 1.831
H 0.578 2.486 0.940
H -1.041 3.016 1.490
H -0.765 4.224 -0.592
H -1.929 2.982 -0.863
H -0.272 1.652 -1.818
H 0.098 4.242 -3.088
H -1.472 3.470 -2.967
H 1.065 2.403 -4.250
H -0.384 3.111 -5.020
H -0.622 -0.798 -4.133
H -0.831 0.105 -2.722
H 0.809 0.116 -3.438
C -4.159 2.745 1.946
O -3.609 3.239 3.161
C -3.615 2.248 4.166
C -2.899 2.732 5.423
N -1.477 2.961 5.168
C -0.757 3.277 6.378
C 0.659 3.750 6.098
O 0.581 5.036 5.519
C 1.815 5.540 5.053
H -5.244 2.625 2.031
H -3.654 1.855 1.567
H -3.982 3.597 1.285
H -3.234 1.286 3.822
H -4.647 2.136 4.533
H -2.930 1.895 6.129
H -3.390 3.558 5.952
H -1.358 3.708 4.493
H -0.636 2.413 7.034
H -1.206 4.123 6.918
H 1.244 3.096 5.434
H 1.282 3.764 7.005
H 2.475 5.738 5.908
H 1.622 6.493 4.573
H 2.318 4.793 4.434
C 3.479 2.192 -1.646
C 3.536 3.280 -0.556
C 3.474 2.738 0.863
O 4.755 4.033 -0.765
H 2.982 1.287 -1.294
H 4.426 1.873 -2.077
H 2.856 2.653 -2.417
H 2.686 3.966 -0.611
H 4.427 2.277 1.134
H 2.748 1.923 0.838
H 3.107 3.480 1.568
H 4.759 4.221 -1.709
C -2.226 1.584 -7.504
C -0.997 0.667 -7.776
C 0.283 1.518 -7.929
O -0.854 -0.271 -6.742
H -2.459 2.124 -8.426
H -2.152 2.222 -6.627
H -3.075 0.910 -7.365
H -1.255 0.198 -8.726
H 1.119 0.968 -8.359
H 0.643 1.889 -6.965
H 0.055 2.447 -8.458
H -0.602 0.226 -5.932